No. 1
240
Properties=species:S:1:pos:R:3:mulliken_charge:R:1 method="wB97M-V/def2-TZVPD" e_lumo_ev=-0.20 charge=0 de_lowest_kj_mol=612.0 homo_energy_ev=-10.34
C -1.26 -2.31 -4.21 -0.947
C 8.22 0.84 -0.02 -0.920
H 4.93 2.09 -8.59 0.408
O -5.67 -4.38 5.06 -0.652
S 1.77 -0.78 -6.91 0.951
C 0.63 4.69 -5.40 -0.281
C 0.22 4.83 6.26 -0.243
H 5.27 -2.32 -4.31 0.463
S 0.88 -0.28 -1.03 -0.626
H 3.33 0.60 -9.46 0.486
H -1.08 4.78 -1.55 0.159
H -1.25 -0.71 1.38 -0.145
H -4.37 -0.53 -9.90 0.386
H 0.33 -1.31 1.32 -0.558
O -4.63 -1.28 4.97 -0.769
S 2.74 1.77 3.21 0.756
H 3.33 -2.11 -2.01 -0.703
C -5.45 2.99 4.67 -0.818
S 4.30 -3.57 1.83 1.287
S -4.48 -5.05 4.42 1.205
H 3.14 -6.63 -4.76 0.519
C -3.85 2.37 -2.17 -0.975
H -1.58 -0.15 -6.26 0.568
O -4.20 -5.11 2.99 -0.556
O -2.28 5.27 4.14 -0.645
H -2.30 -0.88 7.02 0.154
S -3.47 -0.39 4.98 0.945
C 0.54 0.31 5.92 -0.618
H -0.32 5.62 -3.10 0.472
C -4.42 0.36 -9.26 -1.378
O -0.79 -2.66 8.43 -0.648
H -1.49 -3.06 1.81 0.257
H 2.82 -4.81 -4.80 0.040
O 2.08 2.78 2.36 -0.388
O 6.98 2.00 2.13 -0.615
H -0.92 0.78 -4.75 -0.481
H -4.00 -2.38 -0.65 0.062
H 1.60 3.58 -6.90 0.081
H -5.67 -1.38 1.18 0.397
H -1.86 4.85 -3.21 0.219
C 2.64 -4.41 -0.03 0.663
H 1.95 -4.22 5.49 0.385
H 5.26 1.15 -2.03 0.394
H 4.31 2.20 0.61 -0.676
S 1.51 6.99 -0.87 1.131
O -5.87 -3.22 -0.48 -0.463
C -4.12 -8.20 6.70 -1.299
H 2.96 9.88 2.66 0.364
S -0.46 -3.68 -3.24 0.942
C -4.64 4.91 -0.10 -0.309
O -4.89 3.49 -0.04 -0.288
C -2.93 -4.31 5.08 -0.920
S -0.01 -3.67 7.72 1.148
H -2.31 -2.58 -4.25 0.687
C 1.48 5.67 6.44 -1.184
C 1.71 -5.56 -0.34 -1.071
H 4.23 9.19 1.59 0.317
H 0.06 -2.55 3.80 -0.273
H -5.31 3.31 5.70 0.296
H -5.66 1.20 3.44 0.147
O 5.80 -6.32 -3.40 -0.629
H 2.33 1.41 -5.98 -0.046
C -1.68 -5.42 -4.75 -0.042
C -2.90 -0.03 6.68 -0.846
O -4.92 -3.70 -2.79 -0.528
H -3.61 3.34 -2.59 0.154
O -0.86 2.28 -2.83 -0.621
C -4.24 -6.71 6.43 0.300
H 3.41 5.60 -0.62 0.398
H 1.67 -5.63 -1.43 -0.093
C 3.19 9.53 1.65 -1.313
C -1.40 0.78 -5.73 -0.369
O -2.31 -0.72 4.18 -0.088
O 2.89 -4.31 1.36 -0.399
H 3.57 -2.81 -4.33 0.242
H 2.31 5.15 6.93 0.305
H 1.55 -4.46 9.44 0.380
C 4.32 2.48 3.94 -1.257
H 4.68 1.63 -6.93 0.222
H 0.70 -5.54 0.06 0.205
H 4.71 -1.29 1.99 0.345
C -1.45 -6.70 -5.53 -1.437
H 2.28 -0.33 4.90 0.062
C -4.78 -2.00 1.26 -0.254
H 1.55 2.02 -0.40 -0.348
C 4.13 -1.67 -2.62 0.948
C -5.35 1.48 4.45 -0.217
H -4.19 -8.35 7.78 0.379
H -1.08 -1.51 -3.49 -0.169
O -0.45 -4.91 -4.41 -0.096
H 1.08 -3.74 3.00 0.421
H 3.53 1.10 -1.39 -0.149
H 4.91 1.69 4.41 0.402
S 5.07 -5.21 -4.05 1.185
O 7.05 -0.59 1.99 -0.570
H 3.49 -4.34 -0.70 0.636
O -0.60 -4.97 7.38 -0.581
H 0.35 -0.58 6.52 0.233
H -3.16 -8.58 6.34 0.301
H 0.37 1.19 6.54 0.391
H -2.20 -5.12 5.10 0.775
O 2.36 8.25 -0.21 -0.300
O 1.69 -2.14 -6.39 -0.446
O 5.55 -4.71 -5.33 -0.620
O 0.94 -3.32 -2.98 -0.132
H 3.88 -0.71 -3.08 -0.327
H -5.59 5.37 -0.38 0.408
C 2.32 0.36 -5.69 0.381
H 4.20 2.49 -2.10 0.659
H 1.94 4.62 -0.37 -0.341
C 4.71 1.24 -7.95 -1.119
O -3.99 1.13 4.59 0.223
H -2.29 -5.56 -3.86 0.393
C 2.07 8.70 1.13 0.119
H -0.01 5.56 -5.30 0.251
O -7.44 -3.54 -2.53 -0.639
S 7.00 0.75 1.33 1.223
H -2.76 -3.53 4.34 -0.298
O -0.54 -1.03 -0.61 0.149
H 2.56 1.38 -8.23 0.099
O -3.96 0.48 -4.81 -0.483
O -4.49 -6.59 5.05 -0.315
H -5.06 5.33 1.89 0.334
H -5.48 -0.96 -3.26 0.099
O 2.95 0.47 2.66 -0.460
H 2.25 -4.27 7.79 0.335
C 0.96 -3.82 5.27 -0.805
H -1.12 -7.42 -4.78 0.324
O -1.35 -3.98 -2.12 -0.583
H 1.89 -2.80 8.73 0.309
H -4.03 -3.84 0.18 0.529
S -1.59 3.99 4.47 0.719
H 2.47 5.61 0.97 0.406
H -0.25 1.82 -0.40 -0.378
H 2.01 7.83 1.78 0.164
H -0.70 -3.53 0.27 -0.546
H -3.35 -6.12 6.63 -0.016
H 0.32 -4.71 5.24 0.396
H -4.92 -8.70 6.14 0.323
H 0.30 3.98 6.94 0.188
H 9.19 0.78 0.48 0.463
C 0.99 -3.11 3.89 0.317
H 1.92 5.96 5.49 0.232
H -2.32 0.89 6.72 0.041
H -3.51 4.60 1.79 -0.301
O 1.97 -1.07 -0.54 0.212
H 1.28 5.22 -7.41 0.455
H -0.62 -6.63 -6.24 0.308
S -6.10 -3.08 -2.14 1.061
H -2.12 -2.76 0.24 -1.233
H 5.79 2.76 -0.23 0.636
C 0.71 1.38 -0.14 0.936
H -3.63 6.25 1.31 0.373
H -2.15 -4.74 -5.46 0.160
H 3.30 -0.01 -5.41 0.440
H 4.93 2.85 3.11 0.329
C 4.02 -1.88 1.39 0.409
H -3.84 -0.09 7.23 0.460
H 8.11 1.78 -0.56 0.295
H 1.54 4.89 -4.82 0.461
O 5.42 -4.08 1.03 -0.656
H -0.60 5.35 6.74 0.538
C -0.60 -1.33 0.76 1.533
C -5.96 -1.28 -2.33 -0.043
C 1.59 -3.83 8.55 -0.964
S 0.06 3.38 -3.16 0.804
C -4.17 5.30 1.27 -0.345
H -3.78 1.14 -9.69 0.328
O -2.08 2.99 5.42 -0.549
H -0.59 2.15 3.36 -0.171
H 5.02 -1.58 -2.00 0.124
H -0.68 -2.11 -5.11 0.198
H -3.25 1.55 -2.57 -0.050
H -0.91 1.53 -6.35 0.277
O 1.92 1.72 4.66 0.185
C 0.86 4.37 -6.87 -1.188
H -3.90 -1.35 1.33 -0.219
C 3.36 0.64 -8.37 -0.121
C -0.94 4.86 -2.63 -0.946
O 4.39 -3.62 3.30 -0.665
C -3.82 0.15 -7.89 0.122
O 1.76 7.08 -2.36 -0.632
C 2.45 5.55 -0.11 -0.380
H -5.98 1.00 5.20 0.353
H 2.91 -5.67 -3.23 -0.136
O -2.92 2.76 -5.12 -0.609
C -4.63 -2.94 0.04 -0.220
H -2.39 -7.12 -5.87 0.396
O 0.07 3.54 -4.83 0.085
O 4.88 -3.88 -3.02 -0.302
H 7.91 -0.01 -0.63 0.261
H -5.46 0.66 -9.17 0.313
C 5.09 1.93 -0.10 0.286
O 0.77 -0.04 -2.48 0.904
H 3.04 10.39 1.00 0.329
C 3.25 -5.67 -4.27 -0.328
C -1.19 2.98 2.99 0.047
H 1.86 -2.49 3.64 -0.421
O -2.38 3.01 -0.01 0.021
O 0.63 -0.11 -7.57 -0.628
O -0.02 4.39 4.87 -0.088
H -0.51 3.56 2.36 0.271
H -4.65 3.47 4.12 -0.113
S -3.67 2.41 -0.37 0.933
H 0.76 1.30 0.95 -0.140
C -1.20 -2.72 0.82 0.455
O 1.40 3.50 -2.65 -0.402
H 3.00 -1.61 1.67 -0.501
H 3.97 3.25 4.62 0.384
H 2.16 -3.46 -0.28 -0.474
C 4.47 1.65 -1.47 -0.980
H -4.99 -6.28 7.10 0.273
H 1.11 9.23 1.06 0.282
H -2.86 -0.35 -8.00 0.193
C 1.95 0.57 5.43 -0.343
O -4.04 1.10 0.20 -0.583
H -2.15 2.66 2.58 0.135
H 1.24 6.52 7.08 0.333
H 5.52 0.52 -8.09 0.327
H 1.69 0.26 -4.80 -0.569
H -4.47 -0.47 -7.27 0.282
H 2.62 0.64 6.28 0.267
S -3.15 1.41 -5.61 1.131
H 2.11 -6.50 0.04 0.431
O 0.14 6.99 -0.34 -0.591
O 3.10 -0.60 -7.88 -0.385
H -4.92 2.16 -2.22 0.676
O 0.45 -2.95 6.26 -0.049
H -6.40 3.34 4.26 0.433
C 4.45 -2.67 -3.70 -0.541
H -4.07 5.20 -0.98 0.031
H -0.16 0.28 5.09 -0.175
H -6.99 -0.97 -2.18 0.400
O 5.68 0.74 0.33 -0.180
H -0.02 3.93 -7.33 0.278
H -4.74 -2.49 2.23 0.170
O -3.59 1.42 -7.25 -0.326
H -3.32 -3.82 5.97 0.453
H 4.14 -1.77 0.31 -0.368
H -5.30 -0.99 -1.51 -0.209


No. 2
24
Properties=species:S:1:pos:R:3:mulliken_charge:R:1 method="wB97M-V/def2-TZVPD" e_lumo_ev="2.95 / 2.85" spin_multiplicity=3 charge=-1 de_lowest_kj_mol=0.0 homo_energy_ev="-0.29 / -0.70"
C -0.07 -1.60 1.47 -0.390
C 1.61 -0.42 -1.75 -0.791
H -0.83 3.19 -1.66 0.044
H -1.23 -2.24 -1.54 0.384
P -0.26 2.78 -0.41 -0.216
N 0.22 -0.24 1.24 0.045
H -0.32 1.49 2.43 0.250
H 1.40 -2.59 -1.29 0.483
C -0.68 -0.20 -2.29 -0.591
C 0.53 0.56 -2.19 -0.550
H 2.63 -0.39 -2.16 0.462
C -0.47 -1.48 -1.78 -0.340
Ti 1.34 1.06 0.10 0.027
C 0.91 -1.67 -1.57 -0.849
H 0.43 4.02 -0.13 0.024
H -1.63 0.20 -2.62 0.426
N -0.60 -0.45 3.26 0.022
H 0.74 1.44 -2.80 0.672
C -0.51 -1.75 2.75 -0.558
C -0.22 0.42 2.32 -0.546
H -0.72 -2.64 3.33 0.372
H 0.04 -2.35 0.71 0.370
H -1.43 3.08 0.36 0.003
H -0.88 -0.22 4.24 0.249


No. 3
12
Properties=species:S:1:pos:R:3:mulliken_charge:R:1 method="wB97M-V/def2-TZVPD" e_lumo_ev="-1.13 / -1.13" charge=0 de_lowest_kj_mol=305.6 homo_energy_ev="-9.63 / -9.63"
N -3.53 -0.14 -0.22 -0.424
C -2.42 0.12 -0.26 -0.127
H -0.50 -1.98 1.17 0.304
O 0.56 -0.97 -1.68 -0.570
H 0.33 -2.72 -0.06 0.276
N 0.21 -1.82 0.43 -0.479
C 0.22 -0.82 -0.52 0.617
C 0.00 0.55 0.04 -0.153
H -0.34 0.66 1.13 0.332
H 0.72 1.42 -1.69 0.267
N 0.39 1.58 -0.69 -0.289
H 0.24 2.50 -0.47 0.244


No. 4
61
Properties=species:S:1:pos:R:3:mulliken_charge:R:1 method="wB97M-V/def2-TZVPD" e_lumo_ev=-5.59 charge=0 homo_energy_ev=-8.80
C 1.65 0.61 6.08 0.658
O -1.45 -5.76 -2.10 -0.309
O 0.44 -5.96 -3.64 -0.285
C -3.12 3.79 0.59 -0.846
H -2.79 4.25 -0.34 0.418
O 2.65 -2.41 1.60 -0.701
H -0.01 0.63 5.42 0.329
Mg 2.39 -3.83 -4.09 1.241
O -0.45 6.03 3.53 -0.676
H -2.47 5.09 2.14 0.315
O -4.66 2.03 1.08 -0.545
F 0.47 -4.23 -6.57 -0.259
C -0.18 3.21 0.38 0.971
P 1.84 -4.86 -7.24 1.016
H -2.38 3.38 2.56 0.354
O 2.88 0.09 6.01 -0.281
F 2.20 -5.07 -5.43 -0.380
C 1.66 -2.05 0.95 0.497
F 1.87 -3.38 -7.89 -0.288
H -3.47 2.03 -0.63 0.302
N -0.59 3.96 -2.08 -0.583
H 1.96 3.78 0.43 0.478
C -1.35 -4.53 -1.30 -0.244
Al 1.48 -7.57 -2.93 0.462
F 1.12 -6.28 -6.98 -0.267
O -1.90 -5.78 -4.52 -0.539
C 1.33 2.90 0.55 -0.999
H -0.36 -4.50 -0.83 0.298
O 0.78 0.14 5.17 -0.348
Na 3.11 3.13 3.56 0.904
H 2.30 -0.46 1.42 0.211
C -2.18 4.11 1.77 -0.710
O -0.45 6.54 5.83 -0.651
H -2.54 -3.22 -2.56 0.288
F 1.99 -5.43 -8.73 -0.277
C -0.32 3.69 -1.00 -0.182
O 1.33 1.41 6.90 -0.434
O 1.09 7.60 4.38 -0.660
H -0.70 2.26 0.51 0.093
O 1.33 5.32 4.90 -0.699
H -0.14 4.00 2.35 0.230
C -0.68 4.21 1.43 -0.488
Br 3.58 -7.46 -1.35 -0.401
O 1.52 -0.64 0.88 -0.311
H -1.06 -2.48 -1.89 0.378
H -2.65 1.67 0.93 0.389
H -0.46 5.24 1.17 0.384
C -3.40 2.30 0.44 -0.432
O 0.80 -2.72 0.35 -0.710
N 1.52 1.53 2.73 -0.440
F 3.44 -4.77 -7.15 -0.253
O -0.77 -3.87 -3.43 -0.346
S -0.94 -5.44 -3.55 1.174
H -4.07 4.25 0.82 0.429
C 1.61 2.20 1.80 0.146
H 1.60 2.21 -0.25 0.542
Cl 0.37 6.39 4.66 1.681
H -4.70 1.08 1.23 0.303
Cl 3.90 -0.19 4.72 0.087
C -1.50 -3.40 -2.27 -0.375
H -2.12 -4.53 -0.53 0.341


No. 5
17
Properties=species:S:1:pos:R:3:mulliken_charge:R:1 method="wB97M-V/def2-TZVPD" e_lumo_ev=-3.42 charge=+1 de_lowest_kj_mol=260.5 smiles="[NH3+][C@@]1(CO)N=CCS1" homo_energy_ev=-13.88
S 1.27 0.25 1.25 -0.150
H -1.59 1.74 0.84 0.355
H 2.84 -1.14 0.23 0.364
H 3.05 0.51 -0.38 0.345
O -0.68 -2.05 0.17 -0.520
C 2.36 -0.21 -0.12 -0.487
C -0.22 0.20 0.16 0.339
H -2.24 -0.71 0.11 0.439
H -1.32 -2.76 -0.05 0.335
N -0.76 1.66 0.22 -0.161
H -1.17 2.07 -0.66 0.363
C 1.47 -0.21 -1.31 -0.251
H 1.65 -0.46 -2.36 0.449
N 0.22 -0.04 -1.14 -0.584
C -1.27 -0.82 0.57 -0.568
H -1.22 -0.80 1.69 0.297
H 0.03 1.92 0.85 0.437


No. 6
27
Properties=species:S:1:pos:R:3:mulliken_charge:R:1 method="wB97M-V/def2-TZVPD" e_lumo_ev=0.82 charge=0 de_lowest_kj_mol=102.3 smiles=Cc1ccc(O)cc1.CCC homo_energy_ev=-8.36
H -0.12 2.46 0.18 0.256
O 0.44 -0.81 -3.20 -0.552
C 0.88 -0.28 -0.88 -0.545
H -3.05 1.88 -0.34 0.376
H -0.94 3.60 2.13 0.366
H -2.03 2.77 -1.47 0.324
H -1.91 1.00 -1.16 0.335
C -2.03 1.98 -0.72 -1.249
H 0.53 0.14 -3.30 0.315
H 0.72 -0.16 1.21 0.346
H -1.80 4.28 0.74 0.324
H 2.23 -3.40 2.15 0.377
H 0.80 0.75 -1.21 0.329
H 1.82 -1.81 2.71 0.361
H 1.25 -3.20 -2.57 0.394
C 1.16 -2.51 -1.74 -0.548
H 0.55 -3.06 2.45 0.269
C -1.67 3.38 1.34 -1.398
H 1.79 -3.99 -0.37 0.339
C 1.50 -2.95 -0.47 -0.434
H -2.59 3.13 1.84 0.364
C 1.03 -0.80 0.39 -0.460
C 1.47 -2.61 2.05 -1.317
C 1.35 -2.13 0.64 0.505
C -1.14 2.23 0.49 0.255
C 0.87 -1.19 -1.96 0.604
H -1.10 1.30 1.05 0.065


No. 7
18
Properties=species:S:1:pos:R:3:mulliken_charge:R:1 method="wB97M-V/def2-TZVPD" e_lumo_ev=0.58 charge=0 de_lowest_kj_mol=134.9 smiles="O=C(O)CCCO.O" homo_energy_ev=-10.46
H 4.98 2.53 -3.61 0.320
H 5.44 1.76 -4.84 0.324
C -1.43 0.00 0.44 -0.578
C -1.19 -2.41 1.13 0.562
C -1.07 1.33 1.20 -0.384
C -0.41 -1.09 0.96 -0.677
O -0.31 -3.42 1.22 -0.460
H -1.52 0.23 -0.58 0.403
O 5.61 2.59 -4.33 -0.644
H -0.66 -4.36 1.25 0.356
H 0.13 -0.67 1.77 0.404
O -1.69 2.51 0.49 -0.552
H -1.55 1.37 2.18 0.283
H -2.47 -0.27 0.62 0.360
H 0.02 1.53 1.17 0.302
H -1.97 2.36 -0.41 0.288
H 0.49 -1.37 0.22 0.256
O -2.39 -2.62 1.11 -0.561


No. 8
38
Properties=species:S:1:pos:R:3:mulliken_charge:R:1 method="wB97M-V/def2-TZVPD" e_lumo_ev="-11.63 / -8.99" charge=+2 de_lowest_kj_mol=0.0 homo_energy_ev="-15.79 / -15.70"
H 2.34 -2.01 1.84 0.347
H -0.26 -4.49 0.47 0.514
Cl -4.51 -1.27 -2.61 -0.073
C -1.00 2.60 -2.39 -1.280
C -1.80 -0.93 -2.22 0.017
P 0.29 -2.16 0.57 0.924
H -0.08 -3.81 -1.18 0.334
H 1.86 -3.71 1.47 0.457
C -1.00 2.81 0.44 -1.263
C 1.47 3.03 -0.96 -1.200
C 0.99 0.44 1.10 0.101
Cl -2.59 -3.09 -3.84 -0.102
C -0.61 -2.02 2.15 -1.284
C -2.90 -1.41 -3.34 0.618
O 1.34 0.91 2.11 -0.223
H 1.20 4.03 -1.30 0.457
C -0.48 -3.64 -0.18 -1.278
O -2.19 -0.58 -1.09 -0.529
H -0.05 -1.37 2.84 0.453
H 2.19 2.56 -1.65 0.349
C 1.95 -2.69 1.07 -1.153
H -0.94 3.69 -2.43 0.522
H -1.61 -1.60 1.96 0.354
H 1.91 3.06 0.04 0.356
H -0.58 2.16 -3.30 0.337
O -0.53 -0.92 -2.52 -0.520
I 2.46 -0.77 -2.55 0.478
P -0.06 2.07 -0.93 0.996
H -0.71 -3.03 2.58 0.439
H -2.05 2.28 -2.29 0.358
H -1.57 -3.49 -0.25 0.355
H -1.92 2.23 0.61 0.357
Al 0.59 -0.26 -1.02 0.597
H -1.27 3.83 0.15 0.440
H 2.63 -2.66 0.21 0.321
H -0.40 2.82 1.36 0.448
Cl -2.81 -0.39 -4.79 -0.104
I 4.62 0.84 1.68 0.083


No. 9
57
Properties=species:S:1:pos:R:3:mulliken_charge:R:1 method="wB97M-V/def2-TZVPD" e_lumo_ev=2.29 charge=-1 homo_energy_ev=-3.98
C -1.34 2.61 3.60 -0.500
H -1.99 3.12 2.90 0.322
H -4.64 -2.02 -3.33 -0.020
P -2.50 -2.63 -1.80 0.299
C -0.22 0.61 3.53 0.543
H 6.80 5.61 -1.88 0.249
C -4.64 -5.27 -1.76 -0.177
C -1.04 0.60 4.81 -0.502
H -0.72 3.35 4.12 0.270
H 4.70 4.32 -1.71 0.364
H -2.43 2.19 5.45 0.324
H -6.25 -2.05 -1.98 0.055
O 1.68 1.54 -1.90 -0.372
C -5.24 -5.49 -0.35 -1.134
H 0.13 0.21 -1.47 0.203
H -2.95 1.25 4.05 0.282
O 0.56 -0.22 3.14 -0.548
H -1.45 -0.39 4.98 0.308
H 1.32 -0.81 0.38 0.324
H 4.89 4.19 0.03 0.221
H -6.06 -4.80 -0.18 0.330
H 6.28 6.14 -0.27 0.290
H -3.54 -5.34 -1.69 0.108
H -4.52 -1.03 -1.51 0.045
H -4.93 -2.80 -0.53 -0.077
C 1.95 1.30 0.41 0.089
C 7.71 4.53 -0.29 0.513
C 5.43 4.20 -0.92 -0.365
H 2.89 -0.48 -0.36 0.277
O -0.46 1.75 2.85 -0.300
H 5.80 2.06 -0.60 0.232
C 6.26 2.93 -1.06 -0.343
C 1.88 -0.09 -0.21 -0.632
C 2.05 2.21 -0.80 0.382
H -1.09 -4.10 -2.56 0.254
N -1.66 -1.31 -1.77 -0.459
H -5.16 -4.19 -3.43 0.281
H -2.00 -4.41 -0.58 0.280
H -4.92 -6.14 -2.37 0.410
C 1.22 0.21 -1.55 -0.212
H 1.50 -0.47 -2.34 0.308
O -1.87 -3.67 -2.91 -0.531
C -2.08 1.68 4.56 -0.490
H 6.49 2.70 -2.10 0.237
H -2.30 -0.52 -1.81 0.182
O -2.10 -3.47 -0.42 -0.585
H -5.58 -6.52 -0.23 0.360
H 1.03 1.53 0.94 -0.053
O 2.39 3.37 -0.84 -0.663
O 7.49 3.20 -0.37 -0.360
O 8.71 4.99 0.18 -0.588
N -5.11 -4.09 -2.43 -0.563
C 6.52 5.27 -0.88 -0.442
P -4.84 -2.39 -1.92 -0.335
H 2.80 1.46 1.08 0.398
H -0.37 0.85 5.64 0.250
H -4.50 -5.29 0.43 0.256